1.
Molecular formula: C38H35BrF4N3O11P2STeTi
Method: DFT, ωB97M-V/def2-TZVPD

Last column: Mulliken charge in e.
Positions of all 97 atoms, in Å:
O (-0.604, 1.487, -0.351)  0.3811
H (-2.342, -4.747, -1.369)  0.2995
H (-2.382, -4.725, -3.126)  0.4305
H (0.313, 4.145, 3.507)  0.4999
C (-1.142, -4.015, 1.494)  -1.1927
H (4.540, 1.773, -2.168)  0.4900
C (-3.415, -0.570, 3.991)  -0.1822
H (1.590, 3.172, 0.734)  0.0061
C (1.619, -2.386, -1.331)  0.4517
C (2.300, 3.149, -0.092)  -0.6505
O (-2.141, 3.459, -0.265)  -0.6839
C (-0.060, -0.755, 2.766)  0.0910
C (-1.658, 1.596, 2.466)  0.5641
F (-2.691, 0.222, 4.781)  -0.4527
H (-0.775, -0.804, 4.803)  0.4978
Br (-3.603, -2.069, 0.144)  0.0499
H (1.646, -1.794, -2.247)  -0.0107
H (1.286, 1.821, -6.067)  0.6160
H (-0.066, -4.422, -2.392)  0.6618
H (1.969, 3.863, -0.847)  0.5752
H (6.835, 2.130, -0.132)  0.4705
F (-4.901, -0.778, 5.796)  -0.2769
C (5.359, 4.637, 1.599)  -0.6291
O (-0.135, -0.190, -2.324)  1.7075
C (-1.816, 4.255, 3.252)  -0.7016
C (4.363, 1.487, -1.130)  -1.2893
P (-1.535, -0.126, 1.910)  1.3818
H (-0.837, -4.729, 2.259)  0.4655
C (4.733, 2.563, -0.143)  0.6427
C (1.284, -1.327, 4.685)  -0.9308
O (2.592, 0.252, -3.023)  -0.6560
N (1.988, 1.292, -3.699)  0.1055
H (0.211, -4.791, 0.007)  0.6828
H (2.509, -4.248, -0.580)  0.3604
H (3.347, -1.787, 4.306)  0.4318
H (5.603, 5.451, 2.268)  0.4177
C (-1.748, 0.407, -5.567)  -0.6008
F (-5.878, -2.936, 1.768)  -0.3077
Te (2.283, 1.238, -1.037)  0.3508
C (-0.504, 2.287, 2.827)  -0.5325
C (-2.966, 3.571, 2.885)  -0.8785
H (-3.789, 1.733, 2.174)  0.4544
C (-0.004, -3.837, 0.495)  -0.6875
C (0.499, 1.290, -5.550)  -0.2138
H (3.464, -3.379, -1.774)  0.4741
C (2.397, -1.504, 3.871)  -0.7692
C (2.286, -1.311, 2.504)  -0.8881
C (0.066, -0.950, 4.143)  -0.6568
C (-4.580, -1.073, 4.548)  0.4234
C (-2.184, -4.115, -2.245)  -1.2000
C (-1.543, 0.026, -4.235)  0.6001
O (1.762, 2.256, -2.672)  -0.6588
H (3.148, -1.444, 1.860)  0.5137
C (-0.324, 0.229, -3.557)  -0.8393
H (-1.878, 5.290, 3.562)  0.4297
H (-2.048, -4.399, 1.028)  0.2843
S (-1.925, 2.189, -0.836)  1.0357
C (-0.711, 1.019, -6.196)  -0.8753
N (-0.887, 1.438, -7.604)  1.0351
O (-1.928, 1.131, -8.142)  -0.6088
C (-3.904, -1.652, 1.947)  0.4178
H (2.070, -4.303, -2.291)  0.3479
H (-2.929, -3.322, -2.232)  0.1256
H (-0.604, -2.955, -3.188)  0.2797
O (0.028, 2.043, -8.114)  -0.5996
C (1.061, -0.945, 1.964)  0.9307
O (-3.614, -0.950, -4.184)  -0.5963
C (-0.586, 3.615, 3.220)  -0.6338
C (-5.407, -1.883, 3.797)  0.5342
C (-2.888, 2.249, 2.483)  -0.3628
C (2.448, -3.661, -1.496)  -1.8007
H (-2.692, 0.245, -6.063)  0.6950
H (0.898, -3.542, 1.035)  0.5058
C (3.722, 3.387, 0.349)  0.5378
C (4.044, 4.424, 1.221)  -0.7308
H (2.072, -1.759, -0.560)  -0.2937
O (-1.893, 2.025, -2.277)  -0.4823
H (4.871, 0.539, -0.954)  0.6125
C (-0.756, -3.581, -2.303)  -0.5814
H (-1.384, -3.081, 2.002)  0.1260
C (6.364, 3.807, 1.116)  -0.6078
N (-2.639, -0.615, -3.596)  0.6333
H (0.983, -0.779, 0.898)  -0.7191
H (3.260, 5.070, 1.599)  0.4910
O (-2.854, 1.035, -0.353)  -0.6584
C (-3.025, -0.856, 2.686)  -0.4229
C (-5.066, -2.169, 2.485)  0.1247
H (-3.924, 4.072, 2.898)  0.4703
H (7.392, 3.969, 1.414)  0.4090
H (1.368, -1.468, 5.754)  0.4370
Ti (-1.400, -0.210, -0.921)  0.4076
C (6.052, 2.774, 0.250)  -0.8194
P (-0.138, -2.615, -0.873)  1.6618
C (0.699, 0.910, -4.248)  -0.0796
H (0.460, 1.793, 2.816)  0.4586
O (-2.565, -0.886, -2.337)  -0.0581
F (-6.514, -2.374, 4.320)  -0.2687

Properties
Charge ... +1
Energy above the lowest of the compared OMol25 structures with the same formula, charge and spin ... 1.636 eV

2.
Molecular formula: C44H103CdF6N5O32PS8
Method: DFT, ωB97M-V/def2-TZVPD

Last column: Mulliken charge in e.
Positions of all 200 atoms, in Å:
N (32.552, -31.729, 6.028)  0.3424
C (31.133, -28.032, 3.318)  2.5418
H (34.638, -31.261, -3.898)  -0.7394
O (36.111, -23.902, -3.167)  -0.5939
O (31.051, -32.162, 0.191)  -0.4007
H (33.385, -31.525, -5.085)  0.4251
H (31.014, -30.934, 4.723)  0.4479
S (30.748, -25.041, 5.406)  0.7425
C (32.162, -32.407, 3.636)  -1.6233
S (35.481, -30.805, 3.830)  0.8174
C (34.901, -33.681, -7.285)  -0.2705
H (28.044, -23.852, 6.154)  0.2506
H (35.988, -33.626, -7.221)  0.3822
H (33.922, -32.387, -0.617)  0.1920
H (35.734, -26.391, 1.628)  -0.4422
C (37.825, -30.209, -0.653)  -0.9715
H (30.201, -24.623, 8.029)  0.3011
H (24.826, -24.737, 0.643)  0.3550
C (33.295, -23.469, -0.231)  0.7656
C (39.293, -29.045, -5.749)  -0.1307
C (37.820, -33.175, 0.224)  -1.4061
O (30.578, -33.229, -1.948)  -0.6645
H (37.662, -24.802, -5.496)  0.2684
H (33.306, -25.150, -4.358)  0.3963
C (25.028, -24.114, -0.228)  -1.2975
O (27.670, -27.219, 4.226)  -0.5654
C (34.271, -27.067, -4.779)  0.4245
C (37.366, -29.041, -1.522)  -0.4737
O (31.730, -25.940, 6.001)  -0.4679
H (24.889, -23.091, 0.122)  0.2931
H (32.447, -35.166, -4.137)  0.3586
H (32.626, -30.530, 4.273)  -1.4305
H (35.123, -34.247, -9.336)  0.4531
O (32.799, -21.839, 1.561)  -0.4007
C (34.555, -32.038, 0.199)  -1.1952
C (34.509, -34.572, -8.496)  -1.4900
H (39.268, -26.706, 2.590)  0.5897
H (29.698, -25.831, -0.461)  -0.0264
H (30.092, -25.150, -2.044)  0.1786
N (37.310, -27.655, 2.395)  1.5801
H (30.576, -29.807, 2.199)  -0.0760
H (38.081, -30.966, -1.395)  0.3144
C (36.971, -27.274, 3.834)  -1.1352
O (31.454, -26.707, -6.556)  -0.5819
H (32.493, -34.904, -6.655)  0.4307
H (38.688, -29.984, -0.027)  0.7310
S (37.416, -24.429, -2.697)  1.0394
H (34.752, -35.616, -8.296)  0.3504
H (38.433, -31.478, 1.314)  0.5715
O (30.910, -24.729, 4.000)  -0.2581
H (32.718, -24.164, -0.841)  -0.1837
F (34.940, -28.573, 0.424)  0.3267
C (31.811, -32.987, 6.388)  -0.3337
H (32.075, -30.825, 8.010)  0.2976
H (34.477, -32.718, -7.570)  0.2727
H (33.856, -31.285, 0.560)  -0.0907
C (30.386, -28.733, 2.208)  0.7212
C (37.466, -31.866, 0.994)  -0.6445
C (37.372, -25.108, 1.880)  -1.7416
O (37.899, -25.697, -3.623)  -0.0392
H (37.013, -33.907, 0.208)  0.3516
H (35.493, -26.621, 5.238)  0.5835
F (32.603, -28.828, 0.182)  -0.5000
H (38.985, -27.642, 1.054)  0.1381
O (28.453, -29.568, 4.684)  -0.6443
H (33.297, -33.953, 7.826)  0.2693
O (37.607, -24.709, -1.249)  -0.3844
C (28.808, -23.960, -1.060)  -1.0044
H (26.330, -25.305, -1.457)  0.3249
S (28.672, -28.298, 4.061)  1.0712
H (27.801, -25.139, 7.377)  0.3702
H (37.415, -24.879, 2.945)  0.4662
H (36.125, -32.163, -1.307)  0.6498
C (28.646, -23.984, 2.032)  -0.7505
H (29.271, -23.158, 8.072)  0.3570
O (32.126, -31.244, -1.882)  0.2345
H (34.964, -31.190, -5.666)  0.3340
O (37.035, -30.859, -4.044)  -0.0656
H (34.335, -23.789, -0.172)  -0.1248
H (33.117, -32.909, 3.477)  0.3105
C (38.777, -27.559, 2.121)  -0.5965
C (36.808, -26.569, 1.561)  0.2032
O (38.725, -32.465, -4.743)  -0.6517
H (31.020, -30.326, 6.853)  0.2726
H (41.144, -29.586, -4.648)  0.3143
H (33.480, -34.391, -8.805)  0.3388
O (38.700, -30.220, -6.040)  -0.3493
H (39.534, -23.148, -5.053)  0.2677
C (38.476, -25.160, -4.866)  -0.3118
H (26.335, -23.629, -1.836)  0.3548
H (39.348, -28.831, 3.797)  0.3836
H (38.041, -32.913, -0.811)  0.2029
N (34.280, -34.049, -5.968)  0.0887
C (34.836, -33.245, -4.887)  -1.5505
C (29.604, -23.955, 7.408)  -0.5780
O (30.266, -27.817, 4.397)  -0.1823
H (28.494, -23.504, -1.999)  0.5137
O (39.370, -30.116, -3.694)  -0.3425
C (30.409, -29.671, -2.075)  0.1230
H (26.743, -24.708, 1.573)  0.2607
H (32.061, -32.921, 8.647)  0.3775
C (33.326, -26.163, -3.956)  0.5320
O (31.658, -20.282, -0.156)  -0.5557
H (34.883, -27.375, 3.719)  -0.1213
H (31.679, -34.398, 7.881)  0.4498
O (34.811, -30.110, 2.753)  -1.1362
Cd (36.335, -29.376, 1.796)  3.2239
H (32.903, -29.002, 5.642)  -0.3944
H (24.323, -24.265, -1.046)  0.4067
H (36.558, -29.304, -2.204)  -0.4295
H (32.018, -28.571, 3.656)  -1.2431
N (27.590, -24.025, -0.241)  0.1997
F (33.489, -26.982, 1.354)  -0.7097
H (37.785, -26.595, 4.087)  0.6210
H (38.702, -33.714, 0.571)  0.3877
O (33.304, -22.147, -0.838)  -0.3723
O (35.069, -30.320, 5.145)  -0.5368
H (39.050, -29.649, 2.236)  0.2748
O (36.801, -30.430, 3.413)  -0.8239
C (32.864, -34.104, -6.014)  -0.4271
H (34.843, -27.710, -4.111)  -0.4084
C (32.747, -23.244, 1.185)  0.5850
S (32.946, -20.898, 0.220)  1.0718
C (32.028, -31.334, 4.702)  1.2236
H (29.681, -24.306, 1.923)  -0.2166
H (34.721, -32.774, 0.985)  0.3552
C (28.517, -24.664, 6.707)  -0.2976
H (31.615, -27.117, 2.974)  -0.5718
C (26.335, -24.319, -0.992)  -0.4217
C (32.775, -29.321, 6.676)  -0.5865
H (36.967, -26.695, 0.490)  0.1264
H (36.590, -24.516, 1.406)  0.3404
O (32.053, -26.832, -4.072)  -0.1693
H (40.550, -28.834, 2.555)  0.4857
H (31.454, -30.589, -3.744)  0.3564
H (39.889, -28.805, -6.630)  0.3816
H (37.080, -28.090, 4.548)  0.5182
H (40.299, -28.313, -3.895)  0.3117
O (30.533, -23.665, 6.343)  -0.3919
N (36.785, -30.800, 0.214)  1.3341
S (30.851, -32.028, -1.222)  1.1409
F (34.716, -26.408, -0.497)  -0.2168
H (38.158, -28.643, -2.157)  0.4901
F (33.937, -28.232, -1.616)  -0.7668
C (40.130, -29.232, -4.455)  -0.2856
C (29.276, -25.375, -1.357)  -0.2152
H (28.604, -26.126, -1.772)  0.3625
O (29.186, -25.528, 5.800)  -0.0830
H (29.625, -23.388, -0.620)  0.0739
C (34.437, -31.713, -4.869)  0.3933
H (27.973, -25.752, 0.974)  0.4108
H (35.459, -25.686, 3.740)  0.1252
O (38.696, -23.527, -3.269)  -0.4229
H (31.133, -34.123, -4.673)  0.4482
C (32.217, -34.201, -4.588)  -0.9125
H (34.400, -33.642, -3.970)  0.3749
C (39.474, -28.766, 2.716)  -1.8578
H (32.040, -33.799, 5.698)  0.3552
H (36.933, -32.261, 1.858)  0.0619
H (38.326, -24.837, 1.428)  0.3165
H (30.591, -28.318, 1.221)  -0.3497
C (32.303, -33.512, 7.764)  -1.3357
H (33.802, -29.370, 7.040)  0.2689
H (37.165, -28.265, -0.783)  -0.6150
H (32.506, -33.190, -6.488)  0.4069
H (38.624, -28.184, -5.775)  0.0056
O (29.806, -30.809, -1.508)  -0.4784
C (27.703, -24.699, 1.056)  -0.4159
H (29.775, -29.200, -2.826)  0.4477
H (32.089, -31.815, 2.723)  0.0385
H (30.739, -32.862, 6.537)  0.2486
H (35.900, -33.440, -4.754)  0.5426
S (38.343, -31.049, -4.662)  0.8403
O (29.000, -28.574, 2.473)  -0.4715
C (39.396, -24.004, -4.393)  -0.3710
P (33.740, -27.656, -0.152)  0.9351
H (31.716, -23.598, 1.212)  -0.2448
C (32.074, -30.590, 6.946)  -0.3543
H (32.330, -28.439, 7.137)  0.4593
H (40.353, -24.274, -3.947)  0.2701
H (35.044, -26.504, -5.302)  0.2442
F (32.593, -26.744, -0.684)  -0.2396
H (33.654, -26.008, -2.928)  -0.5945
O (31.220, -28.901, -5.363)  -0.4932
C (35.603, -26.683, 4.156)  -1.1003
H (31.293, -33.061, 3.575)  0.5879
H (33.343, -23.797, 1.911)  0.0323
H (32.384, -33.425, -3.841)  -0.2281
H (32.465, -29.414, -2.921)  -0.5311
H (28.402, -24.240, 3.063)  0.2237
C (35.721, -31.411, -0.629)  0.2130
S (31.933, -27.621, -5.545)  1.0626
O (33.536, -27.865, -5.632)  -0.3169
H (30.688, -28.885, -1.373)  -0.1449
H (28.766, -22.932, 1.774)  0.4020
O (35.260, -32.246, 3.999)  -0.7791
H (39.002, -25.935, -5.423)  0.2535
C (31.702, -30.177, -2.765)  0.0903
H (35.294, -30.644, -1.276)  -0.7120
O (34.127, -20.021, 0.434)  -0.5747

Properties
Charge ... -1

Number 1: HOMO level -0.3848 Eh, total energy -7632.3765 hartree, Kohn-Sham gap 5.6 eV. Number 2: HOMO level -0.1866 Eh, total energy -8713.3912 hartree, Kohn-Sham gap 5.7 eV.